ORCA calculation (ωB97M-V/def2-TZVPD) on an isolated molecule of C23H23ClO6 in a non-equilibrium geometry.

The geometry in XYZ format:
```
53
Properties=species:S:1:pos:R:3:forces:R:3:nbo_charge:R:1
C -5.79376 -1.21984 0.54934 -0.04 0.37 -0.20 -0.63
C -4.31541 -1.60361 0.60855 0.32 0.73 0.28 -0.07
O -3.44601 -0.44754 0.97613 -1.43 -0.40 0.55 -0.49
C -2.32227 -0.27100 0.34635 1.50 -3.01 -2.74 0.79
C -1.44439 0.86290 0.86353 -2.89 -1.40 2.28 -0.20
Cl -1.33871 0.61574 2.58237 -0.71 -0.57 2.45 0.02
C -2.42275 2.21384 0.81593 1.50 0.68 0.29 0.81
O -1.93811 3.30196 1.01854 0.04 -0.47 -0.54 -0.60
O -3.74869 2.09123 0.67818 0.90 -0.04 -0.46 -0.50
C -4.38961 3.40886 0.65410 -0.83 -0.35 0.13 -0.07
C -5.87453 3.14603 0.47143 -0.38 -0.34 -0.15 -0.63
O -1.93478 -1.02794 -0.56644 -1.17 1.84 1.61 -0.62
H -6.34247 -2.17602 0.59071 0.02 0.45 0.02 0.22
H -6.13672 -0.55879 1.37253 0.38 -0.54 -0.34 0.22
H -6.05661 -0.72273 -0.40799 0.25 -0.25 0.56 0.21
H -4.15409 -2.36137 1.39478 0.16 0.35 -0.47 0.20
H -3.97095 -1.92696 -0.36915 0.04 -0.35 0.17 0.22
H -4.19827 3.90738 1.61699 0.09 -0.13 -0.50 0.20
H -4.00528 4.00294 -0.18927 0.13 -0.23 0.49 0.20
H -6.40935 4.10394 0.58024 0.09 -0.41 0.00 0.22
H -6.10289 2.73703 -0.53555 0.22 0.26 0.56 0.21
H -6.25801 2.41349 1.21592 0.28 0.60 -0.37 0.22
C 6.04804 -4.79667 -3.23502 -0.42 0.61 -0.29 -0.25
O 4.99175 -3.94822 -3.75184 0.16 0.04 0.43 -0.50
C 4.39705 -3.02366 -2.93793 -0.41 0.66 1.11 0.32
C 3.16890 -2.43443 -3.38514 1.05 -0.60 0.67 -0.26
C 2.42143 -1.64239 -2.51759 0.41 -0.27 0.24 -0.19
C 2.85196 -1.37974 -1.19671 0.14 -0.65 -0.53 -0.05
C 2.02266 -0.62175 -0.25564 -2.28 1.65 0.32 0.30
O 2.80916 -0.01856 0.66729 0.64 -0.33 0.97 -0.50
C 2.27839 0.90277 1.54638 0.34 0.84 -2.04 0.36
C 1.03587 1.46928 1.27552 -0.96 1.70 0.95 -0.10
C 0.75053 2.68215 1.96669 0.47 -0.28 -0.94 -0.18
C 1.69485 3.30433 2.74994 -0.35 0.63 0.48 -0.24
C 2.92992 2.71961 2.99612 -0.03 -0.92 -0.21 -0.19
C 3.24168 1.52658 2.34990 -0.72 0.27 0.57 -0.27
C 0.01009 0.85177 0.33957 -0.30 0.68 -0.48 -0.27
C 0.67943 -0.32725 -0.32059 0.58 -1.05 -0.79 -0.29
C 4.12402 -1.82297 -0.81953 0.33 -0.73 -0.72 -0.17
C 4.90241 -2.63329 -1.66048 -0.61 -0.39 -1.12 -0.31
H 6.19978 -5.52379 -4.03178 0.09 0.04 0.14 0.20
H 6.97334 -4.22566 -3.07616 -0.24 -0.10 -0.01 0.18
H 5.76519 -5.31902 -2.31025 -0.11 0.28 -0.20 0.19
H 2.84197 -2.67913 -4.39154 -0.10 0.11 0.17 0.22
H 1.47625 -1.22069 -2.84339 0.10 -0.08 -0.04 0.22
H -0.17737 3.21338 1.76679 0.39 -0.40 0.13 0.25
H 1.44342 4.29144 3.16403 0.20 -0.55 -0.02 0.21
H 3.61552 3.15319 3.70569 0.25 0.20 -0.14 0.21
H 4.21712 1.07527 2.42637 0.10 -0.11 0.03 0.22
H -0.60441 1.47895 -0.33245 3.07 1.27 -2.40 0.24
H 0.04792 -0.92054 -0.97675 0.57 0.28 -0.04 0.26
H 4.57042 -1.62054 0.13842 -0.33 0.28 0.27 0.22
H 5.87636 -2.99995 -1.31716 -0.47 0.16 -0.13 0.22
```
Forces are in eV/Å.

Properties
HOMO-LUMO gap in hartree: 0.3001
Highest occupied orbital energy in eV: -7.50
Spin multiplicity: 1
SMILES string: CCOC(=O)C(Cl)(C(=O)OCC)[C@@H]1C=C(c2ccc(OC)cc2)Oc2ccccc21
E_LUMO in eV: 0.667
Energy in eV: -49028.09832
Energy above the lowest of the compared OMol25 structures with the same formula, charge and spin in kcal per mole: 9.10